1.
# C18H19NO5S

One molecule with the formula C18H19NO5S in a non-equilibrium geometry (ωB97M-V/def2-TZVPD, the OMol25 dataset).

Geometry as XYZ:
```
44
Properties=species:S:1:pos:R:3:nbo_charge:R:1
C -0.887 -0.054 3.579 -0.650
C 0.234 -0.965 4.060 -0.072
H 0.515 -0.734 5.089 0.194
H -0.060 -2.017 3.982 0.192
O 1.448 -0.771 3.321 -0.500
C 1.484 -1.195 2.068 0.784
O 0.602 -1.786 1.502 -0.606
C 2.820 -0.815 1.425 -0.011
O 3.089 -1.590 0.286 -0.483
C 2.453 -1.215 -0.871 0.335
C 2.463 -2.112 -1.930 -0.249
C 1.868 -1.779 -3.132 -0.215
C 1.273 -0.538 -3.293 -0.222
C 1.270 0.370 -2.251 -0.218
C 1.846 0.038 -1.030 0.052
N 1.838 0.930 0.036 -0.676
S 0.617 2.071 0.252 2.319
O 0.479 2.214 1.676 -0.951
O 0.943 3.254 -0.489 -0.930
C -0.882 1.375 -0.438 -0.341
C -1.243 0.054 -0.259 -0.196
C -2.438 -0.394 -0.796 -0.158
C -3.276 0.464 -1.501 0.001
C -2.892 1.791 -1.662 -0.220
C -1.698 2.247 -1.134 -0.168
H -1.376 3.269 -1.260 0.245
H -3.531 2.471 -2.207 0.216
C -4.575 -0.031 -2.057 -0.632
H -5.343 0.001 -1.284 0.227
H -4.905 0.589 -2.886 0.219
H -4.483 -1.060 -2.395 0.222
H -2.719 -1.428 -0.666 0.210
H -0.603 -0.629 0.272 0.257
C 2.786 0.687 1.087 -0.240
H 3.787 0.999 0.761 0.211
H 2.482 1.273 1.955 0.264
H 0.845 1.354 -2.370 0.229
H 0.819 -0.269 -4.234 0.216
H 1.874 -2.487 -3.946 0.215
H 2.938 -3.068 -1.783 0.224
H 3.623 -1.023 2.139 0.226
H -1.324 -0.436 2.661 0.220
H -0.498 0.944 3.383 0.245
H -1.660 0.003 4.340 0.216
```

LUMO level	0.6666	eV
energy relative to the best compared isomer or geometry (same formula, charge and spin)	120.08	kJ/mol
2S+1	1
orbital gap	8.964	eV

2.
# C17H21Br3CoF12NO11

C17H21Br3CoF12NO11 as an isolated structure in a non-equilibrium geometry (ωB97M-V/def2-TZVPD, the OMol25 dataset).

Geometry as XYZ:
```
66
Properties=species:S:1:pos:R:3:nbo_charge:R:1
Co 0.848 1.360 1.553 1.688
N -0.882 0.994 -0.465 0.748
O -1.681 0.929 -1.374 -0.408
O 0.321 0.857 -0.541 -0.562
O -1.087 1.395 0.660 -0.544
C -2.740 0.749 -4.936 -0.490
Br -4.699 0.680 -4.970 0.510
Br -2.239 1.862 -6.510 0.490
Br -1.940 -1.125 -5.076 0.220
H -2.581 1.166 -3.942 0.259
C -3.757 4.587 2.793 -0.655
C -3.014 3.224 2.896 -0.095
O -2.136 3.282 4.033 -0.413
C -0.827 3.038 3.975 0.782
O -0.144 2.683 2.985 -0.754
C -0.119 3.137 5.380 0.912
F 0.827 4.159 5.430 -0.307
F -1.062 3.417 6.320 -0.286
F 0.500 2.031 5.607 -0.280
H -3.968 5.050 3.756 0.244
H -4.735 4.596 2.310 0.243
H -3.232 5.351 2.220 0.221
H -2.507 2.946 1.972 0.213
H -3.763 2.453 3.080 0.219
C 1.739 -2.430 6.053 -0.629
C 1.229 -1.524 4.914 -0.082
O -0.153 -1.855 4.540 -0.447
C -0.714 -1.109 3.551 0.756
O -0.136 -0.219 2.977 -0.679
C -2.214 -1.399 3.215 0.911
F -2.386 -1.479 1.943 -0.290
F -2.575 -2.541 3.779 -0.279
F -3.098 -0.400 3.565 -0.318
H 2.757 -2.188 6.360 0.246
H 1.578 -3.438 5.671 0.226
H 1.028 -2.408 6.879 0.230
H 1.887 -1.664 4.056 0.191
H 1.348 -0.507 5.287 0.193
C -0.574 -3.208 -2.610 -0.645
C -0.388 -2.500 -1.299 -0.081
O 0.782 -3.020 -0.639 -0.462
C 1.371 -2.430 0.406 0.742
O 1.051 -1.375 0.911 -0.642
C 2.617 -3.253 0.903 0.897
F 2.381 -4.200 1.807 -0.314
F 3.196 -3.934 -0.049 -0.291
F 3.494 -2.579 1.506 -0.285
H -0.344 -4.273 -2.643 0.256
H 0.124 -2.818 -3.352 0.213
H -1.611 -3.161 -2.942 0.224
H -1.312 -2.601 -0.730 0.201
H -0.181 -1.431 -1.352 0.193
C 2.045 1.446 -3.629 -0.629
C 1.473 0.685 -4.866 -0.062
O 2.569 0.318 -5.693 -0.481
C 2.368 -0.298 -6.890 0.700
O 1.293 -0.671 -7.359 -0.551
C 3.657 -0.538 -7.687 0.901
F 3.846 0.471 -8.555 -0.301
F 4.734 -0.624 -6.867 -0.303
F 3.591 -1.627 -8.454 -0.287
H 1.241 1.776 -2.970 0.212
H 2.605 2.330 -3.933 0.235
H 2.581 0.793 -2.940 0.223
H 0.784 1.267 -5.479 0.170
H 0.935 -0.205 -4.541 0.180
```

LUMO level (spin up / spin down)	-7.1233 / -11.7991	eV
2S+1	5
orbital gap (spin up / spin down)	8.259 / 3.578	eV
total charge	+2

> The lowest 2S+1 belongs to which entry?

C18H19NO5S

Please write out number 1 again, unchanged.
# C18H19NO5S

One molecule with the formula C18H19NO5S in a non-equilibrium geometry (ωB97M-V/def2-TZVPD, the OMol25 dataset).

Geometry as XYZ:
```
44
Properties=species:S:1:pos:R:3:nbo_charge:R:1
C -0.887 -0.054 3.579 -0.650
C 0.234 -0.965 4.060 -0.072
H 0.515 -0.734 5.089 0.194
H -0.060 -2.017 3.982 0.192
O 1.448 -0.771 3.321 -0.500
C 1.484 -1.195 2.068 0.784
O 0.602 -1.786 1.502 -0.606
C 2.820 -0.815 1.425 -0.011
O 3.089 -1.590 0.286 -0.483
C 2.453 -1.215 -0.871 0.335
C 2.463 -2.112 -1.930 -0.249
C 1.868 -1.779 -3.132 -0.215
C 1.273 -0.538 -3.293 -0.222
C 1.270 0.370 -2.251 -0.218
C 1.846 0.038 -1.030 0.052
N 1.838 0.930 0.036 -0.676
S 0.617 2.071 0.252 2.319
O 0.479 2.214 1.676 -0.951
O 0.943 3.254 -0.489 -0.930
C -0.882 1.375 -0.438 -0.341
C -1.243 0.054 -0.259 -0.196
C -2.438 -0.394 -0.796 -0.158
C -3.276 0.464 -1.501 0.001
C -2.892 1.791 -1.662 -0.220
C -1.698 2.247 -1.134 -0.168
H -1.376 3.269 -1.260 0.245
H -3.531 2.471 -2.207 0.216
C -4.575 -0.031 -2.057 -0.632
H -5.343 0.001 -1.284 0.227
H -4.905 0.589 -2.886 0.219
H -4.483 -1.060 -2.395 0.222
H -2.719 -1.428 -0.666 0.210
H -0.603 -0.629 0.272 0.257
C 2.786 0.687 1.087 -0.240
H 3.787 0.999 0.761 0.211
H 2.482 1.273 1.955 0.264
H 0.845 1.354 -2.370 0.229
H 0.819 -0.269 -4.234 0.216
H 1.874 -2.487 -3.946 0.215
H 2.938 -3.068 -1.783 0.224
H 3.623 -1.023 2.139 0.226
H -1.324 -0.436 2.661 0.220
H -0.498 0.944 3.383 0.245
H -1.660 0.003 4.340 0.216
```

LUMO level	0.6666	eV
energy relative to the best compared isomer or geometry (same formula, charge and spin)	120.08	kJ/mol
2S+1	1
orbital gap	8.964	eV

> 2S+1 of number 2 (C17H21Br3CoF12NO11)?

5

> What is the 2S+1 in the first record?

1